[1]
{"formula": "C33H24F9N3O3Rh", "method": "wB97M-V/def2-TZVPD", "elements": ["Rh", "F", "F", "F", "F", "F", "F", "F", "F", "F", "O", "O", "O", "N", "N", "N", "C", "C", "C", "C", "C", "C", "C", "C", "C", "C", "C", "C", "C", "C", "C", "C", "C", "C", "C", "C", "C", "C", "C", "C", "C", "C", "C", "C", "C", "C", "C", "C", "C", "H", "H", "H", "H", "H", "H", "H", "H", "H", "H", "H", "H", "H", "H", "H", "H", "H", "H", "H", "H", "H", "H", "H", "H"], "xyz": [[-0.13112, -0.01676, -0.56664], [-1.32773, -3.43894, 1.53939], [-1.50181, -5.35384, 0.57499], [-0.88863, -5.58561, -1.97102], [-2.71375, -3.69283, -0.10392], [1.12054, -5.31532, 0.00295], [0.38682, -4.11097, -2.89759], [-1.72173, -3.71199, -2.66330], [1.25998, -3.42096, 1.05903], [1.99488, -3.59108, -0.95859], [-0.47456, -2.21810, -0.88586], [-0.36742, -0.18998, 1.41685], [1.99137, -0.09936, -0.75839], [-0.09695, 1.86679, -0.51212], [-2.21567, -0.00433, -0.77512], [-0.12590, 0.07139, -2.55636], [0.85314, 2.38372, 4.07971], [2.10285, 1.57540, 1.73195], [0.93142, 2.32225, 1.66790], [0.59294, -0.75080, -3.24381], [1.01028, -3.96978, -0.13785], [0.11624, 4.15222, 0.10104], [-0.26354, 6.89095, -0.36329], [-0.38952, -3.51560, -0.68035], [3.86485, -2.45109, -3.56677], [3.88018, -1.24500, -1.48291], [1.88735, -1.20722, -2.89377], [0.76372, 6.45597, 0.46263], [-3.57629, -1.47350, 3.63410], [-2.95019, -0.62860, 0.08045], [-2.32075, -1.24317, 4.21487], [-3.74884, -1.23513, 2.29439], [-2.70552, -0.76080, 1.47709], [2.53884, -0.82686, -1.66644], [-0.89919, 4.60086, -0.74531], [0.30197, 2.69786, 0.35133], [4.52138, -2.04385, -2.39686], [-1.27438, -0.78937, 3.45254], [-1.09164, 5.95301, -0.96750], [2.58261, -2.02920, -3.80115], [2.64501, 1.24024, 2.96383], [-1.43201, 0.47213, -3.03971], [-0.65000, -4.25880, -2.05277], [-1.41089, -0.55650, 2.06183], [0.31375, 2.72825, 2.85005], [2.02402, 1.64185, 4.13804], [-1.48278, -4.02020, 0.34672], [-2.51995, -0.19443, -2.19751], [0.94913, 5.10307, 0.69702], [4.36681, -0.93855, -0.56560], [-2.55061, -1.26256, -2.43218], [1.75332, 4.77108, 1.34041], [-1.89706, 6.28547, -1.61224], [2.44598, 1.36767, 5.09809], [-2.16818, -1.44230, 5.26883], [-3.85609, -1.11516, -0.29116], [0.19512, -1.08643, -4.20429], [-0.29099, -0.62303, 3.87420], [0.35962, 2.69658, 4.99263], [5.53684, -2.36869, -2.20449], [-4.39818, -1.84908, 4.23037], [-4.71748, -1.41389, 1.83803], [3.55108, 0.64772, 3.00925], [2.07987, -2.33217, -4.71431], [-1.50859, 1.55510, -2.91872], [4.37179, -3.08734, -4.28140], [1.42330, 7.17847, 0.92868], [-0.60885, 3.29477, 2.79541], [2.56910, 1.24481, 0.81348], [-0.41476, 7.94890, -0.53882], [-1.56284, 0.21371, -4.09514], [-1.53859, 3.86074, -1.20907], [-3.49314, 0.24820, -2.43579]], "forces_ev_per_a": [[-0.35, -0.75, 0.03], [-0.02, -0.01, -0.16], [0.04, 0.23, -0.12], [0.04, 0.21, 0.06], [0.13, -0.03, 0.02], [-0.05, 0.19, 0.00], [-0.20, 0.02, 0.10], [0.12, -0.13, 0.06], [-0.05, -0.09, -0.15], [-0.10, -0.04, 0.14], [-0.01, 0.19, -0.05], [0.55, -0.25, 0.47], [-0.75, -0.22, 0.57], [-0.35, 1.91, -0.72], [1.11, -1.04, 0.10], [-0.05, -1.08, -0.45], [-0.08, 0.07, 0.01], [0.03, 0.17, -0.04], [-0.02, 0.24, 0.09], [-0.51, 0.74, -0.08], [0.16, 0.02, 0.04], [-0.03, 0.54, -0.13], [0.06, -0.06, 0.01], [0.01, -0.32, 0.03], [0.22, -0.20, -0.22], [0.25, -0.10, -0.06], [0.95, -0.35, 0.56], [-0.03, 0.17, -0.04], [-0.37, -0.08, 0.00], [-0.05, 0.47, -0.25], [0.28, 0.12, -0.29], [0.01, -0.05, 0.00], [0.38, -0.16, 0.46], [-0.45, 0.18, -0.50], [0.01, -0.11, 0.11], [0.25, -1.26, 0.43], [-0.29, 0.21, 0.12], [-0.10, -0.08, 0.43], [-0.03, 0.09, -0.05], [-0.18, 0.13, 0.05], [-0.02, -0.02, 0.04], [-0.27, 0.17, 0.12], [-0.04, 0.01, -0.16], [-0.19, 0.30, -0.57], [0.08, -0.09, -0.06], [0.05, -0.07, 0.05], [-0.06, -0.02, 0.11], [-0.06, 0.17, -0.18], [-0.09, -0.22, -0.07], [-0.01, 0.00, 0.01], [0.05, 0.01, 0.11], [-0.01, 0.00, 0.05], [0.00, -0.02, 0.00], [0.00, 0.01, -0.01], [0.00, 0.01, 0.02], [-0.15, 0.19, 0.03], [0.11, 0.12, -0.13], [-0.01, 0.01, 0.00], [-0.01, -0.03, -0.01], [0.02, 0.00, -0.01], [0.01, 0.03, 0.00], [0.01, -0.04, -0.02], [0.00, 0.01, -0.02], [-0.04, 0.01, 0.02], [0.07, 0.01, -0.02], [-0.03, 0.00, 0.01], [0.01, -0.02, 0.00], [0.01, 0.05, 0.03], [-0.04, -0.02, 0.06], [0.00, 0.00, 0.01], [0.01, 0.02, 0.00], [0.02, -0.02, 0.01], [0.03, 0.00, -0.02]], "energy_ha": -2671.40880, "molar_mass_g_mol": 784.461, "charge": -1}

[2]
{"formula": "C17H36ClF4N6O7P2", "method": "wB97M-V/def2-TZVPD", "elements": ["Cl", "P", "P", "F", "F", "F", "F", "O", "O", "O", "O", "O", "O", "O", "N", "N", "N", "N", "N", "N", "C", "C", "C", "C", "C", "C", "C", "C", "C", "C", "C", "C", "C", "C", "C", "C", "C", "H", "H", "H", "H", "H", "H", "H", "H", "H", "H", "H", "H", "H", "H", "H", "H", "H", "H", "H", "H", "H", "H", "H", "H", "H", "H", "H", "H", "H", "H", "H", "H", "H", "H", "H", "H"], "xyz": [[-1.77168, 0.83480, -4.96167], [0.44308, 1.58416, -2.41064], [-1.42436, 1.47981, -1.21236], [4.16177, -3.09271, -3.84791], [3.21520, -5.88944, -3.06209], [3.40860, -3.65067, -1.58577], [0.97247, -5.07176, -2.97396], [4.70726, -1.77346, 1.39623], [-1.09778, 1.02239, 0.47018], [2.10058, 0.96612, 4.04474], [-6.17771, 0.83137, -0.09283], [-2.55945, 0.30694, -1.82308], [5.76820, -3.60377, 0.24825], [-2.18663, 2.88471, -1.17342], [0.84556, -2.29298, -4.17233], [1.86405, -0.75615, -2.48188], [3.91046, 2.75498, 5.38949], [0.77936, -0.03318, -3.02957], [-0.88114, -0.62731, -4.85800], [-6.37685, 2.52466, -2.41169], [-6.60917, 1.07848, -2.54440], [2.58971, -0.95716, 0.07147], [6.45795, -1.34945, -0.72581], [2.98392, -3.37256, -2.97676], [2.17186, 2.20633, 7.01184], [-8.11000, 0.82521, -2.66442], [1.65403, -0.13127, 4.82616], [2.46688, 2.84392, 5.65630], [1.94915, -2.11337, -3.14872], [2.86937, -0.35289, -1.42616], [0.17882, -0.93882, -4.05865], [2.30892, -4.78892, -3.54783], [1.63813, 2.24136, 4.49823], [3.92996, -0.59249, 0.99405], [-7.42001, 0.45579, 0.48156], [5.59863, -2.25590, 0.33301], [-5.94082, 0.28908, -1.39497], [5.96678, -0.33310, -1.03290], [-1.62784, 0.18458, 0.62677], [7.57529, -1.15760, -0.36882], [-6.15059, 0.74302, -3.48271], [-1.19934, -1.40542, -5.51254], [4.11571, 3.26410, 4.53056], [0.21055, 2.50936, -3.52616], [-5.37225, 2.69673, -2.42716], [1.09357, 2.10527, 7.17103], [-6.65250, 2.78969, -1.46092], [0.56996, 2.20324, 4.74396], [-8.48038, 1.18285, -3.63221], [1.66959, -0.36312, 0.54627], [-8.33342, -0.24440, -2.59904], [1.73221, 2.91138, 3.63445], [4.57058, 0.28103, 0.52345], [1.64228, -1.01995, 4.18939], [0.64498, 0.02409, 5.22065], [2.56951, 2.83019, 7.82077], [3.92951, -0.74697, -1.78814], [3.00003, 0.81880, -1.30027], [3.48050, -0.13665, 2.00186], [2.29465, -2.08869, 0.10815], [-6.20682, -0.77438, -1.42808], [-7.31922, 0.50019, 1.56932], [2.35729, -0.32068, 5.63940], [-7.71487, -0.56089, 0.20341], [-2.87655, -0.32616, -1.11287], [2.35096, -4.81953, -4.72715], [4.11414, 1.78037, 5.14689], [6.53845, -1.98900, -1.73067], [2.62743, 1.21857, 7.12124], [-8.19439, 1.17007, 0.19525], [-8.68781, 1.34266, -1.89398], [2.19820, 3.90454, 5.73472], [-4.85448, 0.33999, -1.54047]], "forces_ev_per_a": [[0.64, -0.89, 0.17], [0.80, 0.56, 0.72], [-6.34, 3.47, 2.55], [-3.40, -0.70, 2.88], [-2.82, 3.55, -1.41], [-1.22, 1.58, -4.48], [4.14, 1.24, -1.73], [1.42, 0.66, -3.85], [-0.93, -1.02, -3.88], [-0.41, 0.24, 0.03], [0.14, -0.55, -0.48], [2.43, 0.48, 2.06], [-1.21, 9.05, 0.80], [3.87, -5.19, -0.73], [2.30, 5.68, 4.63], [1.24, -5.13, -2.04], [-0.19, -0.17, -0.40], [-1.03, -3.02, -2.75], [0.81, -1.64, -0.02], [0.25, -0.24, 0.28], [-0.21, 0.20, 0.40], [-0.40, 0.99, 0.31], [-0.04, -0.17, -0.77], [1.12, -0.83, 0.73], [-0.07, 0.11, 0.29], [-0.19, -0.10, -0.23], [0.29, -0.17, -0.10], [0.09, -0.44, 0.00], [-3.88, 2.91, -1.40], [1.73, 0.32, 1.38], [1.85, -1.12, 1.24], [0.66, -2.16, 1.03], [0.24, 0.32, -0.15], [-1.57, 1.16, 1.20], [0.00, 0.28, 0.25], [0.87, -7.06, -0.02], [0.17, 0.26, 0.06], [0.98, -1.84, 0.90], [0.95, 1.29, 0.06], [-2.63, -0.47, -0.42], [0.10, 0.00, 0.12], [0.57, 1.51, 1.21], [0.05, 0.07, 0.19], [-0.41, -1.37, 0.67], [-0.11, 0.06, -0.07], [0.09, -0.01, -0.01], [-0.01, -0.02, -0.36], [0.03, -0.14, 0.11], [0.13, -0.01, 0.20], [1.99, -1.20, -1.06], [0.00, 0.09, 0.02], [0.07, -0.15, 0.05], [-1.15, -1.99, 0.76], [0.00, 0.11, -0.03], [0.09, 0.07, 0.03], [-0.03, -0.12, -0.21], [-2.42, 0.71, 0.49], [-0.68, -2.49, -0.70], [1.19, -1.15, -2.11], [0.95, 2.10, -0.26], [-0.22, -0.01, 0.04], [0.10, -0.01, -0.14], [-0.20, -0.07, 0.13], [0.00, 0.07, -0.08], [0.44, 1.02, -1.12], [-0.52, 0.01, 2.61], [0.00, 0.29, 0.22], [-0.26, 1.22, 2.45], [-0.03, 0.11, -0.10], [-0.15, -0.18, -0.01], [0.16, -0.05, -0.05], [0.01, -0.11, -0.16], [-0.26, 0.19, 0.05]], "energy_ha": -3066.30885, "molar_mass_g_mol": 609.903, "relative_energy_kj_mol": 550.5, "charge": 1}

[3]
{"formula": "C25H33EuO2S", "method": "wB97M-V/def2-TZVPD", "elements": ["Eu", "S", "O", "O", "C", "C", "C", "C", "C", "C", "C", "C", "C", "C", "C", "C", "C", "C", "C", "C", "C", "C", "C", "C", "C", "C", "C", "C", "C", "H", "H", "H", "H", "H", "H", "H", "H", "H", "H", "H", "H", "H", "H", "H", "H", "H", "H", "H", "H", "H", "H", "H", "H", "H", "H", "H", "H", "H", "H", "H", "H", "H"], "xyz": [[0.24208, -0.00356, -0.78581], [1.69571, 2.06716, 0.72140], [0.79293, 0.21402, -6.27360], [0.76384, 1.13501, -4.13011], [0.61246, 2.55149, -4.04898], [2.01575, 0.50895, 4.40130], [1.96948, -1.41193, -7.60729], [2.28608, 0.83202, 3.07387], [0.71706, -0.55682, -7.49273], [-0.58147, -1.33597, -7.46731], [-1.59383, 1.61377, -4.47922], [0.52879, -2.62816, -0.05194], [0.44096, 2.42644, 3.09683], [-2.32961, -0.92930, -0.42742], [2.46183, -1.39354, 0.22002], [1.23903, -2.64425, -1.28876], [-0.80865, 2.94246, -4.46859], [-2.60950, 0.26898, -1.15130], [0.95516, 1.13001, 5.08310], [-1.72058, 0.86251, 0.88983], [0.17922, 2.09678, 4.42272], [2.43770, -1.88705, -1.11838], [0.73868, 0.69935, -8.39868], [-1.78269, -0.55995, 0.83990], [1.27653, -1.84323, 0.88100], [1.45945, 1.74679, 2.37329], [-2.22369, 1.37826, -0.33665], [-0.56018, 0.54794, -4.07724], [0.83215, 1.44194, -7.07525], [-2.33738, 2.43396, -0.59432], [-0.81594, 0.18797, -3.03802], [2.85992, -0.78969, -7.43823], [3.11357, 0.37076, 2.53550], [-0.01730, 2.11019, -6.88234], [0.94454, -3.18952, -2.18558], [0.76284, 0.89488, 6.13352], [-0.83434, 3.44942, -5.44620], [-2.05085, 1.38469, -5.45294], [-0.49362, -2.12634, -6.70808], [3.22837, -1.76084, -1.85601], [2.64150, -0.22500, 4.91219], [1.63100, 0.77875, -9.01182], [2.01951, -1.88530, -8.60021], [1.40914, 2.99678, -4.65496], [-1.45586, -1.24169, 1.62703], [3.24524, -0.78492, 0.66784], [1.76566, 1.97286, -6.85244], [-1.24413, 3.62386, -3.71757], [1.00565, -1.62946, 1.91501], [1.95219, -2.18486, -6.82741], [-1.35476, 1.45283, 1.72802], [-0.77660, -1.80688, -8.43976], [-2.40088, 1.62667, -3.73913], [-0.62729, 2.61478, 4.95004], [-3.11168, 0.33021, -2.11857], [-2.52821, -1.94503, -0.77481], [-0.18294, 0.87578, -8.94999], [-0.59944, -0.34584, -4.71306], [-0.14113, 3.18675, 2.57098], [0.72130, 2.84172, -2.98755], [-1.41397, -0.66649, -7.20230], [-0.41986, -3.12593, 0.14643]], "forces_ev_per_a": [[0.64, 0.31, -0.16], [0.35, 0.52, -1.60], [0.13, 0.62, -2.06], [-1.50, 0.16, 0.56], [0.09, -0.05, 0.95], [-0.25, 0.36, 0.05], [-0.18, -0.20, -0.04], [-0.59, 0.18, 0.09], [0.13, -0.35, -0.19], [0.11, -0.30, -0.18], [0.06, -0.17, 0.00], [0.62, 0.08, -0.05], [0.38, -0.57, 0.07], [-0.15, 0.46, 0.15], [-0.40, -0.59, -0.24], [0.02, 0.17, 0.55], [-0.37, 0.21, -0.11], [0.17, -0.05, 0.59], [0.10, 0.07, -0.10], [-0.41, -0.26, -0.12], [0.30, -0.06, 0.09], [-0.32, 0.05, 0.58], [0.09, -0.40, 0.59], [-0.59, 0.39, -0.20], [0.41, -0.43, -0.57], [-0.21, -0.02, 1.47], [-0.08, -0.53, -0.02], [0.04, -0.47, 0.96], [0.13, 0.21, 1.01], [0.11, -0.37, 0.10], [0.27, 0.44, -0.82], [-0.25, -0.16, -0.16], [-0.25, 0.06, 0.17], [0.18, -0.22, 0.15], [0.06, 0.18, 0.22], [0.02, 0.02, -0.36], [-0.01, -0.18, 0.35], [0.25, 0.14, 0.18], [-0.19, 0.19, -0.15], [-0.26, 0.06, 0.13], [-0.16, 0.18, -0.07], [-0.11, 0.00, -0.26], [0.08, 0.06, 0.29], [-0.16, 0.04, 0.20], [-0.16, 0.27, -0.30], [-0.29, -0.15, -0.24], [-0.17, 0.03, -0.25], [0.23, -0.17, -0.42], [0.08, -0.05, -0.32], [0.06, 0.10, -0.21], [-0.09, -0.25, -0.32], [-0.05, 0.05, 0.18], [0.13, 0.05, -0.19], [0.25, -0.20, -0.09], [0.23, -0.07, 0.28], [0.10, 0.35, 0.12], [0.14, 0.01, -0.14], [0.23, 0.44, 0.23], [0.15, -0.26, 0.18], [0.33, 0.14, -0.35], [0.23, -0.24, -0.13], [0.29, 0.17, -0.07]], "energy_ha": -2231.40129, "molar_mass_g_mol": 549.568, "multiplicity": 8, "relative_energy_kj_mol": 0.0, "charge": -1}

[4]
{"formula": "CH6N4O", "method": "wB97M-V/def2-TZVPD", "elements": ["O", "N", "N", "N", "N", "C", "H", "H", "H", "H", "H", "H"], "xyz": [[-0.61702, 0.91207, 1.65510], [2.17226, 0.41800, 0.40213], [-1.54163, -1.23031, -1.29999], [0.44334, -0.19440, -0.79621], [1.10968, 0.78273, -0.30770], [-0.79950, -0.41910, -0.55068], [-1.15464, -1.77425, -2.06292], [-0.84168, 1.84352, 1.57620], [2.64105, 1.20252, 0.82844], [-1.00011, 0.26705, 0.70246], [2.10125, -0.45007, 0.93388], [-2.51302, -1.35776, -1.08071]], "forces_ev_per_a": [[-0.33, -0.99, -0.91], [-0.88, 0.17, -0.47], [0.34, -0.32, -0.53], [0.80, 0.25, 0.68], [1.04, -0.51, 0.04], [-1.14, 0.00, 0.32], [-0.17, 0.23, -0.01], [-0.14, -0.07, -0.16], [-0.11, -0.07, -0.02], [0.40, 1.26, 1.13], [0.01, 0.12, -0.24], [0.17, -0.08, 0.17]], "energy_ha": -335.81975, "molar_mass_g_mol": 90.086, "relative_energy_kj_mol": 464.3, "charge": 0}